C54H91BN22O4Si2 as an isolated structure at a distorted geometry. Source: the Open Molecules 2025 dataset; level of theory: ωB97M-V/def2-TZVPD.

Summary:
Energy above the lowest of the compared OMol25 structures with the same formula, charge and spin ... 823.8 kJ/mol
HOMO-LUMO gap ... 8.63 eV
E ... -114868.1837 eV
Lowest unoccupied orbital energy ... 0.1 eV
HOMO energy ... -8.574 eV

Positions of all 174 atoms, in Å:
C1 0.863 -3.539 2.904
C2 -0.130 -2.844 2.361
C3 -1.111 -1.748 1.726
Si1 -1.335 -1.861 -0.179
C4 -2.480 -0.358 -0.662
C5 -3.237 -0.572 -2.070
C6 -4.453 0.443 -2.358
C7 -5.602 0.477 -1.226
C8 -6.865 -0.503 -1.520
N1 -7.623 -0.611 -0.201
O1 -1.934 -3.388 -0.757
Si2 -3.432 -3.854 -0.023
N2 -4.134 -5.126 -1.112
C9 -4.233 -4.632 -2.529
C10 -2.866 -4.962 -3.367
O2 -4.642 -2.593 0.063
C11 -4.767 -2.046 1.361
N3 -5.127 -1.785 2.507
B1 -3.082 -4.761 1.671
O3 -3.969 -4.801 2.817
O4 -1.822 -5.500 1.767
C12 0.315 -1.537 -1.161
C13 0.467 -2.695 -2.319
C14 1.629 -1.656 -0.239
C15 1.870 -0.404 0.761
C16 1.643 1.050 0.040
H1 1.361 -4.408 3.506
H2 -2.132 -1.870 2.280
H3 -0.794 -0.647 1.948
H4 -3.157 -0.074 0.222
H5 -1.736 0.527 -0.820
H6 -2.442 -0.367 -2.899
H7 -3.615 -1.640 -2.262
H8 -4.966 0.068 -3.342
H9 -4.133 1.532 -2.575
H10 -5.247 0.240 -0.161
H11 -6.042 1.557 -1.181
H12 -7.584 -0.096 -2.318
H13 -6.549 -1.574 -1.788
H14 -7.319 0.123 0.459
H15 -7.384 -1.509 0.250
H16 -5.119 -5.223 -0.766
H17 -5.054 -5.286 -3.042
H18 -4.584 -3.546 -2.645
H19 -2.466 -3.994 -3.863
H20 -3.041 -5.806 -4.149
H21 -2.066 -5.284 -2.588
H22 -3.871 -3.985 3.368
H23 -1.552 -5.569 2.722
H24 0.279 -0.534 -1.733
H25 -0.446 -2.629 -3.037
H26 1.469 -2.557 -2.886
H27 0.528 -3.742 -1.817
H28 1.695 -2.684 0.303
H29 2.541 -1.654 -0.969
H30 1.322 -0.485 1.768
H31 3.008 -0.425 1.021
H32 2.326 1.108 -0.889
H33 0.523 1.110 -0.201
H34 1.968 1.835 0.815
C17 1.110 -1.187 6.525
C18 1.779 -0.248 5.554
N4 2.310 0.497 4.786
H35 0.817 -0.643 7.425
H36 0.221 -1.626 6.067
H37 1.799 -1.987 6.801
C19 5.235 0.665 7.456
C20 4.308 -0.329 8.108
N5 3.574 -1.113 8.626
H38 6.030 0.136 6.927
H39 4.681 1.280 6.743
H40 5.680 1.313 8.214
C21 4.177 4.038 -0.187
C22 3.822 3.350 -1.474
N6 3.541 2.805 -2.499
H41 5.144 3.680 0.172
H42 4.234 5.119 -0.346
H43 3.417 3.828 0.569
C23 -5.837 -0.841 -6.605
C24 -5.573 -1.412 -5.241
N7 -5.362 -1.863 -4.156
H44 -6.913 -0.748 -6.767
H45 -5.377 0.147 -6.688
H46 -5.417 -1.497 -7.370
C25 -0.940 -5.013 -6.833
C26 -2.048 -4.086 -7.262
N8 -2.924 -3.352 -7.605
H47 -0.045 -4.823 -7.428
H48 -0.707 -4.852 -5.778
H49 -1.247 -6.051 -6.974
C27 -7.647 -6.470 -4.853
C28 -6.593 -7.366 -5.444
N9 -5.757 -8.077 -5.912
H50 -7.177 -5.613 -4.368
H51 -8.315 -6.113 -5.639
H52 -8.230 -7.021 -4.114
C29 3.397 -3.988 -8.543
C30 2.487 -4.993 -7.893
N10 1.765 -5.791 -7.377
H53 4.195 -4.504 -9.080
H54 2.830 -3.376 -9.248
H55 3.838 -3.341 -7.783
C31 0.257 3.364 5.783
C32 -0.196 4.703 5.273
N11 -0.556 5.767 4.871
H56 -0.490 2.604 5.546
H57 1.205 3.089 5.318
H58 0.392 3.405 6.865
C33 5.636 6.039 -4.151
C34 5.295 6.270 -2.706
N12 5.024 6.452 -1.560
H59 5.860 4.983 -4.315
H60 4.793 6.328 -4.782
H61 6.509 6.636 -4.425
C35 2.901 2.910 10.903
C36 2.543 2.876 9.443
N13 2.250 2.858 8.277
H62 3.138 1.903 11.251
H63 3.769 3.554 11.057
H64 2.061 3.299 11.482
C37 7.740 1.888 2.014
C38 7.284 3.223 1.494
N14 6.923 4.282 1.081
H65 6.997 1.124 1.777
H66 8.691 1.615 1.554
H67 7.868 1.935 3.097
C39 -8.591 -8.125 -0.876
C40 -9.253 -7.058 -1.704
N15 -9.779 -6.211 -2.360
H68 -8.878 -8.014 0.171
H69 -8.899 -9.112 -1.228
H70 -7.506 -8.040 -0.960
C41 -4.787 -10.962 -4.507
C42 -5.176 -11.706 -3.259
N16 -5.485 -12.295 -2.269
H71 -5.084 -9.915 -4.423
H72 -3.706 -11.015 -4.649
H73 -5.282 -11.404 -5.373
C43 6.272 9.226 0.442
C44 5.888 10.490 1.160
N17 5.583 11.492 1.729
H74 6.752 8.535 1.137
H75 5.383 8.750 0.024
H76 6.967 9.455 -0.368
C45 10.347 8.863 -1.337
C46 9.286 8.140 -2.120
N18 8.445 7.568 -2.741
H77 9.972 9.835 -1.013
H78 10.624 8.277 -0.459
H79 11.231 9.012 -1.960
C47 5.682 14.105 3.551
C48 5.298 15.370 4.269
N19 4.993 16.372 4.839
H80 6.162 13.414 4.246
H81 4.793 13.630 3.134
H82 6.376 14.335 2.741
C49 -4.148 4.179 -4.762
C50 -4.563 3.021 -5.626
N20 -4.892 2.103 -6.311
H83 -4.670 4.132 -3.804
H84 -3.072 4.142 -4.583
H85 -4.396 5.120 -5.257
C51 2.281 -7.514 4.427
C52 1.911 -6.238 5.132
N21 1.619 -5.227 5.713
H86 2.759 -8.200 5.129
H87 1.386 -7.986 4.020
H88 2.974 -7.300 3.611
C53 2.469 7.602 6.174
C54 2.728 7.016 7.535
N22 2.933 6.551 8.614
H89 1.394 7.705 6.012
H90 2.936 8.585 6.097
H91 2.883 6.949 5.403